Computed, not measured: an isolated molecule of C20H21N3O5, with wB97M-V/def2-TZVPD.

Output
SMILES = COc1ccc(OC)c(/C=N/NC(=O)c2cc3c(OC)cc(OC)cc3[nH]2)c1
Kohn-Sham gap = 7.749 eV
lowest unoccupied orbital energy = 0.19 eV

ORCA input file:
```
! wB97M-V def2-TZVPD RIJCOSX def2/J DEFGRID3
* xyz 0 1
C 1.782 2.419 2.051
H 2.488 1.592 1.929
O 2.066 3.475 1.163
C 2.095 3.209 -0.173
C 2.483 4.265 -1.000
C 2.568 4.101 -2.367
C 2.268 2.877 -2.957
C 1.862 1.811 -2.134
C 1.781 1.991 -0.752
H 1.482 1.137 -0.166
C 1.545 0.525 -2.715
N 0.961 -0.366 -2.016
N 0.702 -1.571 -2.530
C 0.081 -2.573 -1.826
O 0.061 -3.710 -2.273
C -0.545 -2.209 -0.562
C -0.938 -1.001 -0.035
C -1.558 -1.264 1.213
C -2.149 -0.492 2.238
C -2.606 -1.145 3.364
C -2.528 -2.539 3.523
C -1.984 -3.328 2.527
C -1.509 -2.675 1.394
N -0.912 -3.212 0.304
H -0.750 -4.187 0.113
H -1.914 -4.400 2.600
O -3.031 -3.006 4.699
C -3.004 -4.392 4.932
H -3.449 -4.535 5.915
H -3.591 -4.937 4.186
H -1.979 -4.778 4.940
H -3.049 -0.567 4.158
O -2.306 0.861 2.247
C -2.204 1.585 1.044
H -2.625 2.568 1.257
H -1.164 1.707 0.727
H -2.776 1.112 0.241
H -0.785 -0.060 -0.517
H 1.059 -1.826 -3.456
H 1.828 0.363 -3.758
O 2.327 2.630 -4.298
C 2.733 3.668 -5.156
H 2.712 3.244 -6.159
H 3.749 4.005 -4.928
H 2.047 4.520 -5.110
H 2.877 4.941 -2.969
H 2.725 5.212 -0.546
H 1.887 2.840 3.050
H 0.762 2.045 1.928
*
```

Computed, not measured: a cluster of 11 separate species, C36H94O11 in total, with wB97M-V/def2-TZVPD.

Output
SMILES = CC(C)O.CC(C)O.CCOCC.CCOCC.CCOCC.CCOCC.CCOCC.CCOCC.CCO.CCO.CCO
Kohn-Sham gap = 9.822 eV
lowest unoccupied orbital energy = 0.35 eV

ORCA input file:
```
! wB97M-V def2-TZVPD RIJCOSX def2/J DEFGRID3
* xyz 0 1
C -9.294 2.073 -10.243
C -7.885 2.062 -9.746
O -7.815 1.517 -8.407
C -6.546 1.071 -8.038
C -6.573 0.085 -6.853
H -9.795 1.111 -10.139
H -9.844 2.938 -9.876
H -9.351 2.308 -11.306
H -7.278 1.523 -10.473
H -7.559 3.101 -9.802
H -6.030 0.659 -8.905
H -5.936 1.895 -7.670
H -7.012 -0.897 -7.036
H -7.024 0.558 -5.981
H -5.550 -0.098 -6.526
C -7.934 -4.028 2.201
C -7.883 -5.484 2.389
O -6.853 -5.752 3.313
C -6.729 -7.160 3.695
C -7.704 -7.354 4.908
H -8.063 -3.540 3.167
H -7.006 -3.669 1.754
H -8.817 -3.922 1.572
H -8.786 -5.799 2.912
H -7.596 -6.140 1.567
H -6.849 -7.872 2.879
H -5.720 -7.272 4.092
H -7.656 -6.522 5.611
H -7.541 -8.312 5.401
H -8.772 -7.350 4.688
C 8.696 0.276 -6.346
C 8.677 1.409 -7.272
O 7.628 2.371 -7.209
C 6.714 2.340 -6.087
C 5.731 3.509 -6.182
H 7.831 -0.344 -6.583
H 9.605 -0.316 -6.445
H 8.591 0.526 -5.290
H 9.584 2.012 -7.226
H 8.521 0.960 -8.253
H 6.179 1.406 -5.913
H 7.209 2.662 -5.170
H 5.021 3.579 -5.358
H 5.134 3.354 -7.081
H 6.311 4.429 -6.249
C 8.275 4.880 7.468
C 6.779 4.984 7.939
O 6.110 3.929 7.280
C 4.714 3.918 7.378
C 4.153 2.922 6.421
H 8.841 4.231 8.137
H 8.441 4.554 6.441
H 8.840 5.804 7.586
H 6.567 4.832 8.997
H 6.450 5.987 7.667
H 4.427 3.777 8.420
H 4.375 4.913 7.090
H 4.395 3.204 5.396
H 3.086 2.701 6.460
H 4.665 1.991 6.666
C -0.004 8.184 4.749
C 0.806 8.196 3.464
O 2.181 8.108 3.773
C 3.098 8.188 2.688
C 4.355 7.520 3.100
H 0.481 7.525 5.470
H -0.009 9.141 5.270
H -1.042 7.887 4.596
H 0.388 7.422 2.820
H 0.582 9.144 2.976
H 2.641 7.664 1.849
H 3.331 9.212 2.396
H 5.034 8.006 3.800
H 5.084 7.488 2.291
H 4.121 6.515 3.452
C 9.418 -2.871 5.290
C 8.053 -2.429 4.908
O 7.788 -3.113 3.641
C 6.612 -2.769 3.035
C 5.605 -3.807 3.528
H 10.247 -2.420 4.744
H 9.710 -2.651 6.317
H 9.621 -3.926 5.108
H 7.301 -2.722 5.640
H 8.129 -1.355 4.739
H 6.390 -1.711 3.175
H 6.768 -2.942 1.971
H 6.110 -4.676 3.951
H 5.143 -4.232 2.636
H 4.903 -3.468 4.289
C -0.408 0.750 -0.076
C -1.368 1.890 0.083
C -1.657 2.622 -1.235
O -2.577 1.459 0.710
H -0.681 0.176 -0.961
H -0.340 0.086 0.786
H 0.558 1.192 -0.319
H -0.836 2.606 0.710
H -2.415 3.403 -1.286
H -2.013 1.980 -2.041
H -0.689 3.041 -1.507
H -2.397 0.646 1.186
C -1.641 -6.968 -1.801
C -0.360 -7.751 -1.443
C -0.294 -8.404 -0.066
O -0.287 -8.751 -2.407
H -1.743 -6.035 -1.246
H -2.406 -7.665 -1.458
H -1.599 -6.730 -2.864
H 0.522 -7.118 -1.545
H -1.056 -9.127 0.228
H -0.178 -7.673 0.734
H 0.657 -8.925 -0.177
H 0.029 -8.289 -3.188
C -10.954 5.493 -2.462
C -9.607 5.140 -3.073
O -8.650 5.967 -2.455
H -11.330 6.503 -2.626
H -11.034 5.122 -1.440
H -11.618 4.795 -2.971
H -9.676 5.286 -4.151
H -9.389 4.111 -2.786
H -8.109 5.468 -1.838
C 1.295 -3.415 -7.483
C 2.058 -4.266 -6.435
O 2.031 -5.580 -6.906
H 0.212 -3.522 -7.426
H 1.679 -3.542 -8.495
H 1.579 -2.385 -7.267
H 1.798 -4.134 -5.384
H 3.118 -4.020 -6.494
H 2.857 -5.902 -7.274
C -1.620 -4.207 7.123
C -2.624 -3.190 6.505
O -2.400 -3.213 5.098
H -1.713 -5.147 6.579
H -1.821 -4.305 8.190
H -0.666 -3.707 6.958
H -2.503 -2.143 6.782
H -3.675 -3.430 6.670
H -3.049 -3.825 4.744
*
```

Computed, not measured: a structure of composition C5H17FeIN2, with wB97M-V/def2-TZVPD.

Output
⟨S²⟩ = 6.03
Kohn-Sham gap (spin up / spin down) = 6.639 / 7.311 eV
lowest unoccupied orbital energy (spin up / spin down) = 0.05 / -0.40 eV

ORCA input file:
```
! wB97M-V def2-TZVPD RIJCOSX def2/J DEFGRID3
* xyz 0 5
C 0.550 -1.114 -5.425
C 0.550 0.382 -5.753
H 1.571 -1.503 -5.346
H 0.035 -1.690 -6.202
H 0.044 -1.312 -4.474
H 0.912 0.974 -4.905
H 1.196 0.600 -6.611
H -0.458 0.734 -5.998
Fe 0.000 0.000 0.000
C -0.888 1.102 -1.468
H -0.139 1.833 -1.799
H -1.745 1.604 -1.000
H -1.230 0.520 -2.323
I -0.399 -2.131 -1.402
N 0.878 -1.078 1.430
C -0.206 -1.734 2.153
C -1.329 -0.720 2.326
N -1.715 -0.222 1.007
H 1.570 -1.774 1.070
H 1.361 -0.410 2.075
H -0.589 -2.594 1.565
H 0.153 -2.112 3.136
H -2.203 -1.159 2.855
H -0.935 0.124 2.935
H -2.331 -0.916 0.525
H -2.233 0.678 1.129
*
```

Computed, not measured: a structure of composition C22H57O12V, with wB97M-V/def2-TZVPD.

Output
Kohn-Sham gap = 7.750 eV
lowest unoccupied orbital energy = -1.81 eV

ORCA input file:
```
! wB97M-V def2-TZVPD RIJCOSX def2/J DEFGRID3
* xyz 0 1
O 2.495 -2.833 -2.764
V 2.843 -1.426 -2.047
O 4.403 -1.211 -2.325
O -1.304 -1.265 -0.194
C -0.033 -0.962 -0.206
O 0.411 -0.429 0.824
O 0.644 -1.164 -1.228
H -1.483 -0.992 0.709
C -3.266 3.142 1.076
C -2.216 3.450 -0.060
C -2.274 2.546 -1.259
O -2.333 4.826 -0.436
H -3.104 3.888 1.854
H -3.058 2.144 1.459
H -4.245 3.125 0.597
H -1.242 3.390 0.426
H -2.133 1.507 -0.963
H -1.630 2.818 -2.095
H -3.256 2.602 -1.728
H -1.665 5.342 0.022
C 2.028 2.588 -1.275
C 3.330 1.842 -0.879
C 3.983 2.260 0.496
O 2.850 0.545 -0.719
H 1.327 2.589 -0.440
H 1.528 2.191 -2.159
H 2.328 3.626 -1.417
H 3.975 1.848 -1.758
H 3.216 2.275 1.271
H 4.328 3.284 0.355
H 4.786 1.574 0.766
H 2.172 0.577 -0.041
C -3.657 0.445 4.080
C -2.978 -0.919 3.905
C -3.949 -2.137 3.950
O -2.451 -0.799 2.640
H -4.202 0.497 5.023
H -4.426 0.621 3.327
H -2.995 1.310 4.068
H -2.123 -1.020 4.574
H -4.748 -2.091 3.210
H -4.433 -2.050 4.922
H -3.426 -3.093 3.981
H -1.916 -0.006 2.717
C -2.921 -2.437 -4.796
C -2.225 -2.636 -3.458
C -0.855 -3.247 -3.562
O -2.155 -1.391 -2.848
H -2.780 -1.430 -5.188
H -3.974 -2.667 -4.636
H -2.579 -3.128 -5.566
H -2.885 -3.311 -2.914
H -0.426 -3.362 -2.566
H -0.329 -2.617 -4.278
H -0.829 -4.231 -4.031
H -1.522 -1.441 -2.128
C 3.654 0.630 -5.142
C 2.322 -0.179 -5.165
C 2.485 -1.528 -5.831
O 1.879 -0.362 -3.858
H 4.058 0.711 -6.151
H 4.404 0.167 -4.502
H 3.593 1.601 -4.649
H 1.511 0.353 -5.661
H 2.889 -1.371 -6.832
H 1.474 -1.936 -5.868
H 3.171 -2.182 -5.294
H 1.075 0.150 -3.749
C 0.637 -2.377 3.810
C 1.688 -2.912 2.850
C 1.105 -3.806 1.726
O 2.312 -1.842 2.154
H -0.143 -1.851 3.259
H 0.996 -1.703 4.589
H 0.156 -3.214 4.316
H 2.464 -3.480 3.364
H 0.343 -3.266 1.163
H 0.597 -4.670 2.154
H 1.837 -4.180 1.010
H 1.646 -1.341 1.677
C -0.259 3.206 4.262
C 0.314 2.200 3.261
C 1.465 1.443 3.852
O -0.685 1.351 2.813
H -1.013 3.810 3.757
H 0.455 3.912 4.688
H -0.746 2.679 5.082
H 0.715 2.775 2.426
H 1.919 0.909 3.017
H 1.086 0.819 4.662
H 2.175 2.109 4.342
H -0.203 0.815 2.178
*
```

Computed, not measured: a structure of composition C15H17BrN2OOsSSe2SiTe2, with wB97M-V/def2-TZVPD.

Output
⟨S²⟩ = 0.76
Kohn-Sham gap (spin up / spin down) = 5.688 / 5.176 eV
lowest unoccupied orbital energy (spin up / spin down) = 2.33 / 1.93 eV

ORCA input file:
```
! wB97M-V def2-TZVPD RIJCOSX def2/J DEFGRID3
* xyz -1 2
Os 1.501 -0.102 -0.730
Se 2.863 1.578 0.549
Te 2.050 3.838 -0.181
Te 1.107 3.258 -2.690
Se 2.165 0.995 -2.849
O 1.292 -1.179 1.119
N 2.475 -1.545 1.621
C 2.578 -1.532 2.963
C 3.724 -1.940 3.593
C 4.797 -2.355 2.806
C 4.677 -2.338 1.438
C 3.498 -1.915 0.805
S 3.309 -1.820 -0.895
H 1.692 -1.168 3.460
H 3.777 -1.910 4.670
H 5.726 -2.666 3.265
H 5.499 -2.621 0.796
C -2.508 3.192 2.075
Si -2.635 2.518 0.325
C -4.254 1.569 0.168
C -2.652 3.959 -0.877
C -1.236 1.444 -0.041
C -0.172 0.899 -0.316
H -3.321 3.888 2.302
H -1.558 3.715 2.202
H -2.539 2.378 2.803
H -5.121 2.206 0.364
H -4.276 0.735 0.873
H -4.353 1.156 -0.838
H -3.465 4.661 -0.668
H -2.759 3.598 -1.902
H -1.703 4.497 -0.818
Br -2.487 -1.401 -4.746
C -1.480 -1.978 -3.254
C -1.693 -3.230 -2.708
C -0.933 -3.585 -1.606
C 0.002 -2.696 -1.111
N 0.202 -1.489 -1.657
C -0.542 -1.125 -2.708
H -2.434 -3.897 -3.126
H -1.062 -4.545 -1.128
H 0.613 -2.920 -0.252
H -0.364 -0.131 -3.095
*
```